The following is a quantum chemistry calculation of a cluster of 2 separate species, H2 in total in a non-equilibrium geometry, from OMol25.

Computed properties:
maximum force = 3.56 eV/Å
orbital gap = 9.14 eV
E = -27.2278 eV
2S+1 = 1

XYZ file:
```
2
H2 (ωB97M-V with the def2-TZVPD basis set)
H 0.000 0.000 0.901
H 0.000 0.000 -0.901
```

***

The following is a quantum chemistry calculation of a cluster of 2 separate species, C2H2S3 in total in a non-equilibrium geometry, from OMol25.

Computed properties:
maximum force = 2.18 eV/Å
orbital gap (spin up / spin down) = 6.95 / 7.41 eV
E = -34608.7919 eV
2S+1 = 3

XYZ file:
```
7
C2H2S3 (ωB97M-V with the def2-TZVPD basis set)
C 2.105 0.580 -0.056
C -1.497 -0.280 0.214
S 2.225 -0.870 0.508
S 1.549 1.860 -0.732
S -1.535 -1.417 -0.991
H -1.370 -0.654 1.181
H -1.478 0.781 -0.125
```